# 1
The following is a DFT calculation (ωB97M-V/def2-TZVPD) of C46H50BrNO7SSbZr as an isolated structure.

Each line ends with the Löwdin charge.
Atoms and positions in Å:
Zr -1.1309 0.1920 0.4827  1.765
C -2.0099 0.4563 3.9819  -0.033
O -1.2044 0.9915 2.9236  -0.327
C -0.6803 2.2840 3.1721  -0.175
C 0.7028 2.3218 2.5927  -0.130
O 0.7416 1.8094 1.2391  -0.266
C 1.4141 2.6665 0.2881  -0.147
C 0.4801 3.2481 -0.7195  -0.190
O -0.1294 2.1794 -1.4188  -0.260
C -0.8618 2.6530 -2.5443  -0.050
H -1.4211 0.4222 4.8984  0.106
H -2.2863 -0.5533 3.6930  0.093
H -2.9036 1.0624 4.1117  0.092
H -0.5988 2.4546 4.2483  0.146
H -1.3339 3.0443 2.7524  0.124
H 1.3750 1.7013 3.1859  0.126
H 1.0752 3.3458 2.6116  0.138
H 2.1688 2.0663 -0.2086  0.087
H 1.9311 3.4602 0.8253  0.140
H 1.0661 3.8641 -1.4094  0.146
H -0.2842 3.8773 -0.2530  0.122
H -0.1908 3.1685 -3.2350  0.109
H -1.6528 3.3379 -2.2254  0.091
H -1.2977 1.8000 -3.0577  0.079
C -6.3143 6.1193 -2.4304  -0.034
C -5.5697 5.0751 -1.6362  -0.242
C -6.1427 3.8227 -1.4017  -0.013
C -5.4650 2.8465 -0.6973  -0.048
C -4.1859 3.1251 -0.2199  -0.299
C -3.5922 4.3625 -0.4302  -0.050
C -4.2968 5.3289 -1.1309  -0.018
S -3.3559 1.9046 0.7035  0.632
O -3.8843 1.8917 2.0299  -0.242
O -1.8778 2.2377 0.6529  -0.471
N -3.3756 0.4700 0.0353  -0.310
C -3.5825 0.3241 -1.4283  -0.179
C -2.4009 -0.2919 -2.1493  -0.613
O -2.4239 -0.5263 -3.3159  0.143
O -1.3218 -0.4754 -1.3489  -0.379
H -7.3363 6.2328 -2.0658  0.089
H -6.3748 5.8321 -3.4825  0.092
H -5.8225 7.0895 -2.3779  0.080
H -7.1399 3.6146 -1.7725  0.127
H -5.9320 1.8869 -0.5036  0.130
H -2.6060 4.5756 -0.0386  0.110
H -3.8496 6.3032 -1.2857  0.121
H -3.7648 1.2765 -1.9235  0.119
H -4.4395 -0.3116 -1.6425  0.127
Br -3.1163 -2.6437 0.1358  0.952
C -2.3727 -3.4147 1.6691  -0.608
C -2.9309 -4.5859 2.0772  -0.125
C -2.3978 -5.2559 3.1984  -0.061
C -1.3269 -4.7234 3.8426  -0.028
C -0.7447 -3.5026 3.4123  -0.156
C 0.3833 -3.0030 4.1081  -0.014
C 0.9889 -1.8602 3.6970  -0.065
C 0.4587 -1.1608 2.5950  -0.209
C -0.6549 -1.5435 1.8870  -0.254
C -1.2646 -2.7841 2.2995  -0.223
H -3.7721 -5.0015 1.5386  0.102
H -2.8385 -6.1890 3.5269  0.112
H -0.8908 -5.2282 4.6973  0.117
H 0.7588 -3.5580 4.9609  0.120
H 1.8653 -1.4848 4.2119  0.107
H 0.9869 -0.2578 2.3137  0.044
C 4.0983 -3.3712 0.5963  -0.056
C 2.6986 -3.7897 0.2158  -0.292
C 2.3875 -5.1456 0.3644  -0.047
C 1.1381 -5.6540 0.0574  -0.065
C 0.1502 -4.8046 -0.4226  -0.077
C 0.4363 -3.4596 -0.5738  -0.160
C 1.6973 -2.9345 -0.2617  -0.304
Sb 1.6894 -0.8366 -0.6590  1.657
C 3.5755 0.1102 -0.2587  -0.338
C 4.0843 0.8449 -1.3410  -0.142
C 5.1733 1.6885 -1.1927  -0.071
C 5.7677 1.8262 0.0544  -0.068
C 5.2736 1.1071 1.1281  -0.042
C 4.1809 0.2454 0.9962  -0.302
C 3.7428 -0.5181 2.2150  -0.068
C 1.8782 -0.9097 -2.7727  -0.307
C 0.8960 -0.2328 -3.4969  -0.126
C 0.9070 -0.2077 -4.8857  -0.069
C 1.9189 -0.8626 -5.5634  -0.067
C 2.8985 -1.5418 -4.8514  -0.044
C 2.9013 -1.5905 -3.4608  -0.288
C 3.9892 -2.3804 -2.7864  -0.040
H 4.8336 -4.0111 0.1028  0.093
H 4.2497 -3.4780 1.6735  0.088
H 4.3237 -2.3470 0.3244  0.040
H 3.1614 -5.8146 0.7295  0.118
H 0.9381 -6.7111 0.1847  0.108
H -0.8344 -5.1807 -0.6748  0.108
H -0.3462 -2.8130 -0.9610  0.057
H 3.6279 0.7571 -2.3176  0.093
H 5.5538 2.2340 -2.0472  0.109
H 6.6198 2.4816 0.1865  0.109
H 5.7501 1.2002 2.0990  0.119
H 4.5858 -1.0469 2.6636  0.098
H 2.9906 -1.2659 1.9839  0.033
H 3.3412 0.1523 2.9813  0.082
H 0.0972 0.2683 -2.9714  0.039
H 0.1227 0.3096 -5.4249  0.108
H 1.9500 -0.8552 -6.6459  0.108
H 3.6876 -2.0585 -5.3868  0.113
H 4.7846 -2.6154 -3.4936  0.085
H 3.5985 -3.3214 -2.3969  0.085
H 4.4354 -1.8374 -1.9564  0.058

Atomic forces in eV per Å
1.57 0.09 0.83
0.01 0.04 -0.03
-0.20 -0.14 -0.25
-0.16 -0.02 0.18
0.30 0.00 -0.19
-0.46 0.23 0.05
0.22 -0.15 0.28
-0.20 0.03 -0.12
0.11 -0.09 0.02
-0.04 -0.02 0.08
0.02 -0.01 0.05
-0.02 -0.02 -0.01
-0.02 0.02 0.02
-0.01 -0.02 0.04
-0.04 0.05 -0.03
0.04 -0.04 0.05
0.01 0.00 -0.02
0.05 -0.06 -0.05
0.01 0.03 0.01
0.02 0.03 -0.04
-0.03 0.02 0.01
0.01 0.02 -0.02
-0.03 0.01 -0.01
-0.01 0.01 0.01
0.04 -0.09 0.08
-0.04 0.07 -0.08
-0.06 0.05 -0.03
-0.01 0.08 0.13
-0.03 0.06 -0.40
-0.10 -0.08 0.00
-0.02 0.08 -0.02
0.04 0.10 -0.11
-0.09 -0.04 0.17
-0.73 0.51 0.22
0.30 0.16 -0.55
-0.22 -0.03 0.51
0.43 0.08 0.67
0.10 -0.20 -0.30
-0.87 -0.03 -0.99
0.04 -0.02 0.00
0.01 -0.02 0.04
0.01 -0.04 0.02
0.05 0.00 0.00
0.05 0.03 -0.02
-0.01 -0.05 -0.02
0.00 -0.02 -0.01
-0.07 0.11 -0.02
-0.15 -0.04 0.12
-0.25 0.15 -0.40
0.16 0.13 0.08
0.08 -0.21 0.27
-0.16 -0.06 -0.12
0.12 0.08 0.04
0.06 -0.08 0.13
-0.05 -0.12 0.05
0.06 0.04 -0.02
0.15 -0.04 0.05
-0.45 -0.35 -0.09
0.08 -0.10 0.05
0.03 0.01 0.02
0.01 0.05 -0.02
-0.01 0.03 -0.03
-0.03 0.01 -0.04
-0.01 0.00 -0.02
0.00 0.09 0.00
-0.05 -0.07 -0.06
-0.09 0.00 0.05
0.00 0.00 0.01
0.00 0.00 0.00
0.03 0.01 0.01
0.07 -0.04 -0.07
0.13 -0.21 0.10
0.24 -0.31 0.01
0.11 0.21 -0.06
0.08 -0.02 0.17
-0.02 0.00 0.03
0.00 0.01 -0.01
-0.01 -0.04 0.00
0.09 0.01 -0.07
-0.03 0.03 0.04
-0.08 -0.02 -0.25
0.09 -0.02 -0.02
-0.01 0.01 0.06
0.04 -0.03 -0.01
-0.01 0.01 -0.04
-0.09 0.04 -0.04
-0.06 -0.02 0.02
-0.05 0.01 0.01
-0.02 0.00 -0.04
-0.01 0.13 -0.07
-0.05 0.04 -0.02
0.01 0.04 0.00
0.04 0.01 0.00
0.04 0.01 0.02
-0.03 -0.02 -0.04
0.00 -0.02 0.02
-0.03 -0.02 0.00
-0.02 -0.01 -0.03
0.02 0.05 -0.01
-0.09 -0.05 -0.03
-0.01 -0.01 -0.04
0.16 -0.09 -0.05
0.02 -0.02 0.02
-0.01 0.00 0.02
-0.04 0.02 0.00
-0.04 0.01 0.01
-0.03 -0.03 0.03
0.03 0.05 0.10

Summary:
* max |F|: 1.782 eV/Å
* ΔE to the lowest compared entry with this formula, charge and spin: 25.7 kcal per mole
* LUMO: -2.663 eV
* charge: +1
* energy: -153027.2795 eV

***

# 2
The following is a DFT calculation (ωB97M-V/def2-TZVPD) of C46H51IN4O6Se2Zr as an isolated structure.

Each line ends with the Löwdin charge.
Atoms and positions in Å:
Zr 0.2384 -0.0025 0.2097  1.494
C -3.5933 2.6136 0.7023  -0.016
C -3.0167 2.1090 1.9859  -0.248
N -3.7357 2.1988 3.0855  0.126
C -3.2262 1.7367 4.2340  -0.106
C -1.9838 1.1478 4.3460  -0.159
C -1.5257 0.6676 5.6970  -0.210
O -0.3292 1.3024 6.1315  -0.055
C -1.1944 1.0483 3.1816  -0.054
C 0.0804 0.2996 3.2402  -0.037
N 0.9702 0.2846 2.3269  0.023
C 3.4781 -0.1481 2.0621  -0.135
C 4.7290 -0.2548 3.0414  -0.080
C 6.0547 -0.1883 2.4484  -0.050
C 6.2550 0.0381 1.1392  -0.080
C 5.1587 -0.1381 0.2214  -0.047
C 3.9095 -0.3534 0.6730  -0.161
I 1.9415 2.3324 -0.2897  0.362
C -1.7213 1.5389 1.9857  -0.269
O -1.0618 1.4360 0.8507  -0.364
H -4.5800 3.0274 0.8947  0.084
H -2.9485 3.3777 0.2603  0.068
H -3.6693 1.8163 -0.0404  0.063
H -3.8521 1.8428 5.1121  0.108
H -2.3340 0.8293 6.4188  0.116
H -1.3070 -0.4032 5.6990  0.124
H -0.4439 2.2523 6.0134  0.101
H 0.1983 -0.3179 4.1281  0.118
H 4.6229 -0.8243 3.9563  0.134
H 6.8976 -0.3162 3.1147  0.112
H 7.2574 0.1514 0.7500  0.103
H 5.4028 -0.3461 -0.8115  0.100
O -3.4640 3.9095 -6.2324  -0.049
C -2.4600 3.0154 -5.7759  -0.222
C -2.7847 2.5685 -4.3505  -0.552
C -4.1911 1.9581 -4.3325  -0.216
O -4.6144 1.5339 -3.0520  -0.062
C -2.7413 3.7758 -3.3861  -0.478
Se -1.0769 3.8682 -2.3609  0.661
C -1.7217 1.5022 -4.0009  -0.459
Se -1.3249 1.5712 -2.1099  0.670
H -3.2143 4.2371 -7.1007  0.094
H -1.4775 3.5032 -5.7716  0.131
H -2.4028 2.1352 -6.4297  0.132
H -4.2189 1.1327 -5.0566  0.132
H -4.9209 2.7011 -4.6494  0.131
H -3.9333 0.9772 -2.6547  0.042
H -3.5558 3.6999 -2.6684  0.066
H -2.8369 4.7114 -3.9360  0.073
H -0.7882 1.7138 -4.5241  0.052
H -2.0353 0.4903 -4.2659  0.091
C 1.5852 -3.1318 3.1589  -0.021
C 2.0281 -1.7243 3.4081  -0.210
C 2.2901 -1.2592 4.6376  -0.065
C 2.5497 0.1410 5.0018  -0.092
C 3.1005 1.1076 4.2605  -0.016
C 3.8622 0.9861 2.9890  -0.339
C 4.4150 2.2852 2.4593  -0.050
C 2.0695 -0.7749 2.2374  -0.342
N 1.7463 -1.3087 0.9030  -0.101
C 2.9433 -1.3790 0.0763  -0.422
C 3.6259 -2.7536 0.2817  0.001
C 2.5403 -1.2828 -1.3959  -0.231
C 3.4739 -1.8427 -2.4249  0.023
N 1.3645 -0.8538 -1.6752  0.023
C 0.8406 -1.0953 -2.9994  -0.220
C 0.1269 -2.2777 -3.1890  -0.202
C -0.0397 -3.3175 -2.1126  -0.025
C -0.3678 -2.5430 -4.4652  -0.043
C -0.1141 -1.6874 -5.5215  -0.076
C 0.6331 -0.5383 -5.3087  -0.061
C 1.1077 -0.2085 -4.0456  -0.257
C 1.8869 1.0550 -3.8306  -0.063
H 1.5096 -3.6793 4.0980  0.081
H 2.2702 -3.6669 2.5005  0.064
H 0.6160 -3.1374 2.6549  0.079
H 2.1864 -1.9507 5.4679  0.114
H 2.1630 0.4321 5.9700  0.097
H 3.0999 2.1095 4.6756  0.120
H 5.2495 2.6211 3.0781  0.094
H 3.6318 3.0424 2.4714  0.063
H 4.7562 2.1985 1.4319  0.053
H 3.8892 -2.8415 1.3346  0.091
H 4.5458 -2.8529 -0.2918  0.085
H 2.9384 -3.5631 0.0284  0.094
H 4.4889 -1.4960 -2.2414  0.084
H 3.1783 -1.5808 -3.4359  0.087
H 3.4944 -2.9307 -2.3397  0.101
H 0.1006 -2.9302 -1.1054  0.056
H 0.6900 -4.1196 -2.2575  0.090
H -1.0317 -3.7656 -2.1666  0.087
H -0.9316 -3.4536 -4.6252  0.113
H -0.4881 -1.9174 -6.5092  0.103
H 0.8420 0.1321 -6.1335  0.114
H 1.9977 1.5946 -4.7694  0.086
H 2.8852 0.8607 -3.4336  0.076
H 1.3989 1.7040 -3.1010  -0.025
O -1.6687 -0.9648 -0.6378  -0.157
C -1.9710 -1.3582 0.5258  -0.568
O -1.0369 -1.3978 1.3897  -0.101
C -3.3418 -1.7180 0.9300  -0.130
C -3.6743 -1.8022 2.2761  -0.006
C -4.9808 -2.0838 2.6366  -0.063
C -5.9442 -2.2882 1.6575  -0.072
C -5.6108 -2.2048 0.3118  -0.066
C -4.3079 -1.9112 -0.0532  -0.008
H -2.9094 -1.6266 3.0207  0.116
H -5.2527 -2.1345 3.6815  0.105
H -6.9637 -2.5047 1.9453  0.104
H -6.3667 -2.3550 -0.4461  0.105
H -4.0285 -1.8187 -1.0940  0.118

Atomic forces in eV per Å
0.27 0.59 -0.64
-0.02 0.06 -0.06
-0.04 0.09 -0.06
-0.05 0.00 0.06
0.12 -0.01 0.03
-0.14 0.01 -0.03
-0.03 -0.02 0.02
0.02 0.05 0.01
0.25 -0.31 0.24
-0.25 0.38 0.10
-0.12 -0.76 -0.19
0.11 0.06 0.03
0.06 -0.07 -0.03
-0.08 -0.03 0.08
-0.08 0.00 -0.11
0.05 0.01 0.06
-0.01 -0.06 0.06
0.02 -0.02 -0.01
0.39 -0.01 0.03
-0.44 -0.10 0.19
0.00 0.01 -0.02
0.00 -0.01 0.01
0.00 -0.03 0.04
-0.05 0.00 0.04
0.02 -0.02 -0.04
0.01 0.02 -0.03
0.03 -0.02 0.01
0.14 0.13 0.04
0.02 0.01 -0.04
0.03 0.00 0.04
0.03 0.02 -0.02
0.03 -0.01 -0.04
-0.02 0.02 -0.01
0.01 0.03 0.00
0.16 0.02 -0.09
-0.06 0.02 -0.01
-0.03 -0.13 0.03
-0.10 0.06 -0.04
0.09 -0.11 0.00
0.06 0.08 -0.24
-0.32 0.03 0.28
-0.01 0.01 0.01
0.01 -0.02 0.02
0.01 -0.02 0.02
-0.02 -0.03 0.01
0.04 0.03 -0.06
0.03 0.06 0.04
0.03 0.02 0.00
-0.03 -0.01 0.00
-0.04 -0.02 -0.03
-0.04 0.00 0.02
-0.01 -0.06 0.01
-0.02 -0.04 -0.03
0.01 0.08 0.06
-0.04 -0.10 -0.05
0.01 0.07 -0.04
-0.02 0.03 0.02
-0.05 0.00 -0.01
0.02 0.09 -0.16
0.16 0.53 0.09
-0.19 -0.17 -0.05
0.03 -0.05 -0.01
0.18 0.02 0.24
0.01 0.01 -0.02
0.00 -0.34 0.10
0.19 0.06 0.19
-0.02 -0.05 -0.12
-0.02 0.02 0.08
0.02 0.02 0.02
0.02 0.02 0.07
-0.07 0.04 -0.01
-0.07 0.01 -0.07
0.02 -0.03 0.03
-0.01 -0.01 0.01
0.01 0.00 0.00
-0.02 0.03 0.01
-0.01 -0.01 0.04
-0.03 0.00 0.05
0.01 0.03 0.02
0.02 0.01 0.02
-0.01 0.01 0.00
0.02 -0.01 -0.02
0.01 0.00 0.02
0.03 0.01 -0.02
-0.04 -0.01 -0.02
0.01 0.01 0.02
-0.02 0.01 0.00
-0.03 -0.01 -0.03
-0.01 0.03 -0.02
0.00 0.00 0.00
0.00 0.00 -0.01
-0.03 -0.02 -0.01
-0.01 -0.01 -0.05
0.01 0.01 -0.02
0.00 0.03 -0.04
0.02 -0.01 0.03
0.01 -0.01 -0.05
0.01 -0.08 -0.28
0.48 -0.28 0.51
-0.39 0.03 0.08
-0.20 0.08 -0.44
0.03 -0.02 0.01
-0.01 0.00 0.01
0.02 0.01 -0.02
0.03 0.00 0.05
-0.06 0.03 0.03
0.00 0.00 0.01
-0.01 -0.01 0.04
-0.04 -0.01 0.01
-0.02 -0.01 -0.02
0.02 0.00 -0.02

Summary:
* max |F|: 0.910 eV/Å
* ΔE to the lowest compared entry with this formula, charge and spin: 29.3 kcal per mole
* LUMO: -0.152 eV
* energy: -206853.2824 eV